Model i:
{"formula": "C2H7IP2", "method": "ωB97M-V with the def2-TZVPD basis set", "spin_multiplicity": 1, "total_charge": 0, "smiles": "CP(#P)I.C", "lumo_energy_ev": -1.34, "elements": ["C", "C", "P", "P", "I", "H", "H", "H", "H", "H", "H", "H"], "positions_angstrom": [[-3.133, -0.308, -0.443], [2.548, -0.514, 1.990], [1.503, 1.864, -0.074], [2.605, 0.280, 0.382], [4.848, 0.069, -0.620], [-2.622, -1.232, -0.377], [-2.586, 0.629, 0.014], [-3.401, 0.033, -1.412], [3.036, -1.491, 2.042], [1.577, -0.482, 2.340], [3.231, -0.127, 2.753], [-4.146, -0.542, -0.009]], "mulliken_charge": [-0.903, -0.955, -0.056, 0.081, -0.067, 0.231, 0.180, 0.251, 0.336, 0.331, 0.332, 0.238]}

=====

Model ii:
{"formula": "C2H7IP2", "method": "ωB97M-V with the def2-TZVPD basis set", "spin_multiplicity": 1, "total_charge": 0, "smiles": "C[C@@H](P)PI", "lumo_energy_ev": 0.27, "elements": ["C", "C", "P", "P", "I", "H", "H", "H", "H", "H", "H", "H"], "positions_angstrom": [[1.324, -0.610, -0.127], [-0.120, -0.032, 0.027], [0.032, 1.809, -0.359], [-1.386, -0.775, -1.098], [-3.141, 0.016, 0.227], [1.896, -0.412, 0.833], [1.996, -0.295, -0.925], [1.064, -1.728, -0.268], [-0.377, -0.279, 1.100], [-0.866, 2.453, 0.415], [0.946, 1.882, 0.631], [-1.368, -2.029, -0.455]], "mulliken_charge": [-1.196, -0.211, 0.009, -0.085, -0.030, 0.348, 0.362, 0.302, 0.424, 0.011, 0.009, 0.058]}

=====

Which structure wins on stability? model ii wins.

=====

Model i:
{"formula": "C38H20AsF4N7OSTa", "method": "ωB97M-V with the def2-TZVPD basis set", "spin_multiplicity": 1, "total_charge": 3, "lumo_energy_ev": -11.95, "elements": ["Ta", "N", "C", "S", "N", "N", "C", "C", "C", "C", "C", "C", "C", "O", "H", "H", "H", "H", "H", "H", "H", "F", "C", "C", "F", "C", "C", "C", "F", "C", "C", "C", "N", "C", "N", "F", "C", "C", "N", "C", "N", "C", "C", "C", "C", "C", "C", "As", "C", "C", "C", "C", "C", "C", "C", "C", "C", "C", "C", "C", "H", "H", "H", "H", "H", "H", "H", "H", "H", "H", "H", "H", "H"], "positions_angstrom": [[0.119, -0.119, 0.482], [-0.004, 4.373, 0.555], [-0.373, 3.097, 0.498], [0.568, 2.008, 1.580], [-1.303, 2.692, -0.284], [-1.563, 1.356, -0.250], [-2.803, 1.039, -0.489], [-3.394, -0.272, -0.390], [-4.689, -0.527, -0.843], [-5.243, -1.781, -0.681], [-4.518, -2.796, -0.051], [-3.234, -2.554, 0.421], [-2.711, -1.296, 0.238], [-1.444, -0.968, 0.652], [0.664, 4.707, 1.230], [-0.469, 5.051, -0.031], [-3.459, 1.871, -0.731], [-5.252, 0.263, -1.328], [-6.247, -1.976, -1.036], [-4.959, -3.776, 0.083], [-2.661, -3.308, 0.951], [3.546, -2.393, -4.770], [2.296, -2.091, -4.491], [1.315, -2.621, -5.249], [1.648, -3.404, -6.234], [-0.092, -2.400, -4.978], [-0.366, -1.510, -3.869], [0.628, -0.952, -3.165], [0.238, -0.067, -2.186], [2.022, -1.258, -3.361], [3.026, -0.867, -2.478], [2.597, -0.258, -1.303], [2.061, 0.100, -0.340], [4.419, -1.188, -2.583], [5.532, -1.480, -2.605], [-1.598, -1.239, -3.518], [-1.081, -3.016, -5.681], [-0.835, -3.942, -6.742], [-0.697, -4.743, -7.559], [-2.468, -2.863, -5.342], [-3.573, -2.782, -5.033], [-0.135, -5.518, 3.919], [0.549, -4.319, 4.083], [0.809, -3.520, 2.981], [0.395, -3.942, 1.720], [-0.297, -5.132, 1.545], [-0.557, -5.922, 2.659], [0.899, -2.866, 0.215], [2.751, -3.260, -0.082], [3.837, -2.864, 0.681], [5.097, -3.346, 0.348], [5.248, -4.198, -0.738], [4.149, -4.586, -1.497], [2.885, -4.113, -1.176], [1.620, -4.453, -1.877], [1.494, -5.317, -2.959], [0.241, -5.583, -3.502], [-0.903, -4.983, -2.982], [-0.796, -4.108, -1.908], [0.459, -3.869, -1.364], [-0.345, -6.138, 4.781], [0.882, -4.013, 5.067], [1.349, -2.587, 3.111], [-0.614, -5.454, 0.564], [-1.086, -6.858, 2.537], [3.719, -2.208, 1.535], [5.959, -3.058, 0.936], [6.233, -4.564, -0.999], [4.289, -5.264, -2.331], [2.368, -5.812, -3.366], [0.155, -6.278, -4.329], [-1.879, -5.217, -3.393], [-1.685, -3.653, -1.490]], "mulliken_charge": [1.674, -0.373, 0.742, -0.268, -1.158, 0.574, -0.439, 0.392, -0.838, -0.897, -0.467, -0.540, 1.007, -0.416, 0.209, 0.271, 0.530, 0.497, 0.474, 0.506, 0.559, -0.341, -0.037, 0.329, -0.316, 0.000, 0.991, 0.263, -0.538, 0.648, 0.373, 0.439, -0.471, -0.331, -0.398, -0.384, 1.337, -0.257, -0.300, -0.176, -0.401, -0.610, -0.789, -0.729, 1.223, 0.039, -0.837, 0.300, 0.508, -0.904, -0.749, -1.071, -0.409, 0.382, 0.515, -0.343, -1.229, -0.892, -0.127, 0.569, 0.434, 0.448, 0.246, 0.501, 0.456, 0.420, 0.471, 0.446, 0.474, 0.515, 0.509, 0.655, 0.111]}

=====

Model ii:
{"formula": "C38H20AsF4N7OSTa", "method": "ωB97M-V with the def2-TZVPD basis set", "spin_multiplicity": 1, "total_charge": 3, "lumo_energy_ev": -11.17, "elements": ["Ta", "N", "C", "S", "N", "N", "C", "C", "C", "C", "C", "C", "C", "O", "H", "H", "H", "H", "H", "H", "H", "F", "C", "C", "F", "C", "C", "C", "F", "C", "C", "C", "N", "C", "N", "F", "C", "C", "N", "C", "N", "C", "C", "C", "C", "C", "C", "As", "C", "C", "C", "C", "C", "C", "C", "C", "C", "C", "C", "C", "H", "H", "H", "H", "H", "H", "H", "H", "H", "H", "H", "H", "H"], "positions_angstrom": [[0.437, 0.322, -0.053], [-1.709, -0.907, 3.704], [-0.864, -0.675, 2.699], [-1.521, 0.124, 1.254], [0.385, -0.975, 2.791], [1.149, -0.662, 1.674], [2.385, -1.147, 1.833], [3.493, -1.056, 0.971], [4.720, -1.640, 1.353], [5.815, -1.532, 0.527], [5.708, -0.842, -0.681], [4.513, -0.255, -1.088], [3.424, -0.374, -0.260], [2.220, 0.162, -0.567], [-2.701, -0.788, 3.594], [-1.370, -1.373, 4.533], [2.524, -1.681, 2.769], [4.790, -2.164, 2.298], [6.759, -1.973, 0.813], [6.579, -0.758, -1.319], [4.438, 0.280, -2.024], [-2.813, 6.568, 0.163], [-2.009, 6.040, 1.061], [-1.923, 6.615, 2.294], [-2.639, 7.675, 2.538], [-1.089, 6.071, 3.340], [-0.339, 4.889, 2.989], [-0.445, 4.337, 1.758], [0.344, 3.291, 1.441], [-1.279, 4.868, 0.739], [-1.367, 4.256, -0.538], [-0.869, 3.001, -0.766], [-0.433, 1.929, -0.986], [-2.019, 4.817, -1.685], [-2.478, 5.237, -2.651], [0.484, 4.347, 3.852], [-1.009, 6.648, 4.590], [-1.723, 7.821, 4.962], [-2.322, 8.742, 5.304], [-0.212, 6.108, 5.643], [0.420, 5.665, 6.495], [3.531, -4.037, -3.026], [3.151, -2.812, -3.565], [2.034, -2.156, -3.074], [1.297, -2.746, -2.050], [1.665, -3.973, -1.508], [2.793, -4.614, -2.001], [-0.267, -1.858, -1.399], [-1.600, -1.402, -2.682], [-1.504, -0.577, -3.791], [-2.619, -0.430, -4.603], [-3.796, -1.102, -4.291], [-3.881, -1.925, -3.174], [-2.779, -2.086, -2.348], [-2.718, -2.942, -1.137], [-3.764, -3.697, -0.625], [-3.573, -4.456, 0.523], [-2.347, -4.471, 1.180], [-1.289, -3.720, 0.687], [-1.489, -2.978, -0.465], [4.396, -4.551, -3.421], [3.714, -2.380, -4.381], [1.731, -1.210, -3.510], [1.068, -4.445, -0.738], [3.080, -5.577, -1.599], [-0.582, -0.065, -4.041], [-2.570, 0.197, -5.482], [-4.659, -0.987, -4.932], [-4.807, -2.443, -2.963], [-4.727, -3.707, -1.117], [-4.390, -5.051, 0.909], [-2.216, -5.077, 2.066], [-0.331, -3.730, 1.195]], "mulliken_charge": [1.356, -0.411, 0.955, -0.365, -1.268, 0.744, 0.230, 0.499, -0.987, -0.830, -0.463, -0.610, 0.747, -0.675, 0.210, 0.262, 0.514, 0.478, 0.478, 0.481, 0.550, -0.258, 0.104, 0.297, -0.229, 0.028, 0.285, 0.322, -0.207, 0.580, 0.191, 0.866, -0.622, -0.456, -0.341, -0.256, 1.390, -0.227, -0.262, -0.218, -0.310, -0.604, -0.714, -0.386, 0.691, -0.227, -0.781, 0.432, 0.467, -0.387, -0.842, -0.810, -0.731, 0.531, 0.457, -0.730, -0.881, -1.054, -0.024, 0.157, 0.466, 0.482, 0.358, 0.374, 0.485, 0.445, 0.466, 0.441, 0.440, 0.452, 0.447, 0.481, 0.526]}

=====

Which structure wins on stability? model ii wins.

=====

Model i:
{"formula": "C9H9N3O", "method": "ωB97M-V with the def2-TZVPD basis set", "spin_multiplicity": 1, "total_charge": 0, "smiles": "[H]/N=C(\\CC1=CC=CC1=C=N)C(N)=O", "lumo_energy_ev": 0.14, "elements": ["C", "C", "C", "C", "C", "C", "C", "C", "C", "N", "N", "N", "O", "H", "H", "H", "H", "H", "H", "H", "H", "H"], "positions_angstrom": [[2.741, 1.008, 0.789], [1.644, 1.464, 0.005], [2.685, -0.328, 0.885], [0.861, 0.365, -0.382], [1.525, -0.806, 0.134], [1.227, -2.073, -0.138], [-2.037, -0.383, 0.322], [-0.274, 0.321, -1.320], [-1.606, 0.663, -0.608], [1.017, -3.208, -0.454], [-2.306, 1.717, -0.512], [-3.088, 0.034, 1.060], [-1.544, -1.525, 0.243], [3.504, 1.753, 1.025], [1.199, 2.500, 0.013], [3.414, -0.952, 1.262], [0.001, 1.074, -2.005], [-0.291, -0.759, -1.615], [0.391, -3.855, -0.087], [-2.160, 2.469, -1.065], [-3.219, 1.116, 0.932], [-3.683, -0.594, 1.517]], "mulliken_charge": [-0.382, -0.669, -1.438, 0.623, 0.627, 0.339, 0.181, -0.843, 0.646, -0.501, -0.703, -0.324, -0.622, 0.409, 0.289, 0.541, 0.445, 0.345, 0.301, 0.214, 0.311, 0.209]}

=====

Model ii:
{"formula": "C9H9N3O", "method": "ωB97M-V with the def2-TZVPD basis set", "spin_multiplicity": 1, "total_charge": 0, "lumo_energy_ev": [0.05, 0.05], "elements": ["C", "C", "C", "C", "C", "C", "C", "C", "C", "N", "N", "N", "O", "H", "H", "H", "H", "H", "H", "H", "H", "H"], "positions_angstrom": [[2.803, -0.566, 0.591], [2.018, -1.670, 0.160], [2.343, 0.732, 0.592], [0.690, -1.426, -0.012], [0.172, -0.161, 0.336], [0.975, 0.967, 0.325], [-2.473, -0.246, 0.257], [-0.595, -1.728, -0.777], [-1.092, -0.324, -0.289], [0.354, 1.982, -0.363], [-0.927, 1.707, -0.688], [-2.722, 0.827, 1.042], [-3.272, -1.146, 0.081], [3.853, -0.736, 0.777], [2.497, -2.607, -0.083], [3.031, 1.553, 0.721], [-0.429, -1.800, -1.849], [-1.216, -2.550, -0.431], [0.941, 2.543, -0.979], [-1.142, 2.046, -1.627], [-2.132, 1.632, 0.878], [-3.677, 0.970, 1.338]], "mulliken_charge": [-0.257, -0.627, -0.729, -0.100, 0.362, 0.061, 0.151, -0.504, 0.643, -0.004, -0.745, -0.333, -0.643, 0.361, 0.391, 0.392, 0.263, 0.301, 0.285, 0.169, 0.298, 0.266]}

=====

Which structure wins on stability? model i wins.

=====

Model i:
{"formula": "C2H7ClN2O", "method": "ωB97M-V with the def2-TZVPD basis set", "spin_multiplicity": 1, "total_charge": 0, "lumo_energy_ev": -0.05, "elements": ["C", "C", "N", "N", "O", "Cl", "H", "H", "H", "H", "H", "H", "H"], "positions_angstrom": [[0.001, -0.646, 0.818], [-1.833, 0.427, 0.198], [1.571, -0.721, -0.934], [0.813, 0.011, -0.096], [-1.425, 0.922, -0.972], [1.775, 1.499, 0.547], [-0.163, -0.167, 1.754], [-0.082, -1.714, 0.695], [-1.774, 1.215, 0.925], [-2.768, -0.239, 0.129], [2.016, -0.109, -1.594], [2.289, -1.334, -0.546], [-0.421, 0.855, -0.922]], "mulliken_charge": [-0.663, -0.320, -0.593, 0.035, -0.521, -0.169, 0.330, 0.377, 0.280, 0.262, 0.262, 0.236, 0.484]}

=====

Model ii:
{"formula": "C2H7ClN2O", "method": "ωB97M-V with the def2-TZVPD basis set", "spin_multiplicity": 1, "total_charge": 0, "smiles": "C/N=N\\OC.Cl", "lumo_energy_ev": 0.78, "elements": ["C", "C", "N", "N", "O", "Cl", "H", "H", "H", "H", "H", "H", "H"], "positions_angstrom": [[1.573, -0.148, 0.160], [-1.589, 1.613, -1.597], [0.246, -0.211, 0.640], [-0.755, 0.171, 0.074], [-0.486, 0.994, -1.179], [1.016, -3.680, 2.993], [2.124, -0.786, 0.862], [1.667, -0.542, -0.934], [2.071, 0.886, 0.280], [-1.286, 2.625, -1.868], [-2.463, 1.600, -0.848], [-2.076, 1.094, -2.440], [-0.042, -3.617, 3.860]], "mulliken_charge": [-0.551, -0.512, -0.168, -0.052, -0.207, -0.263, 0.270, 0.262, 0.261, 0.206, 0.259, 0.233, 0.262]}

=====

Which structure wins on stability? model ii wins.